# 1
39
Properties=species:S:1:pos:R:3 method="wB97M-V/def2-TZVPD" gap_ha=0.228 total_charge=+2 energy_ha=-1820.20937 lumo_energy_ha=-0.3455 de_lowest_kj_mol=140.1
H -1.29 0.49 2.72
N -0.11 -0.87 1.57
B 1.15 -2.89 0.71
N 0.23 -2.19 1.76
C -0.31 -2.65 2.90
Ti 0.83 0.16 -0.22
H -0.14 -3.67 3.21
C -1.04 -1.61 3.48
H -1.59 -1.64 4.39
C -0.89 -0.51 2.61
H 1.36 -4.03 1.02
C 1.73 1.37 -1.58
H 1.39 2.38 -1.83
H 1.11 0.63 -2.15
H 2.78 1.23 -1.84
N 2.47 -2.06 0.66
N 0.46 -2.79 -0.68
N 2.44 -0.69 0.39
N 0.19 -1.56 -1.26
C 3.74 -2.45 0.83
C 0.03 -3.77 -1.48
H 3.96 -3.48 1.06
H 0.17 -4.80 -1.20
C 4.58 -1.34 0.65
C -0.54 -3.19 -2.61
C 3.74 -0.26 0.37
C -0.44 -1.81 -2.44
H 5.65 -1.33 0.71
H -0.98 -3.71 -3.45
H 3.97 0.77 0.13
H -0.77 -1.00 -3.08
H 1.71 1.40 -0.26
C -2.98 0.89 -1.95
O -2.31 1.39 -0.74
C -1.08 1.04 -0.48
O -0.46 1.56 0.54
H -3.83 1.55 -2.10
H -3.31 -0.14 -1.78
H -2.30 0.93 -2.82


# 2
47
Properties=species:S:1:pos:R:3 method="wB97M-V/def2-TZVPD" gap_ha=0.216 energy_ha=-22306.89174 lumo_energy_ha=-0.0512
O 2.70 -2.64 0.03
C 1.95 -3.46 -0.76
O 1.97 -3.22 -2.21
S 1.02 -4.82 0.14
C -0.53 -5.35 -0.79
F -0.05 -5.98 -2.07
F -1.24 -6.45 -0.05
C -1.54 -4.12 -1.20
F -1.02 -3.29 -2.34
F -2.78 -4.78 -1.76
C -2.05 -3.19 0.05
F -2.73 -4.09 1.02
F -3.15 -2.31 -0.52
F -1.02 -2.31 0.64
H 0.60 -4.24 1.37
Br 4.48 -1.39 0.39
C 4.09 0.02 1.68
C 4.86 -0.19 2.97
Br 4.05 -1.60 4.05
H 3.01 0.04 1.82
H 4.41 0.95 1.19
H 4.82 0.71 3.59
H 5.90 -0.47 2.81
Br -3.52 1.30 3.03
C -5.11 0.81 2.01
C -4.78 0.63 0.54
Br -4.59 2.35 -0.35
H -5.86 1.58 2.19
H -5.44 -0.14 2.45
H -5.61 0.13 0.02
H -3.86 0.07 0.37
Br 7.11 -0.57 0.65
C 7.00 0.58 -0.93
C 8.32 0.63 -1.66
Br 9.60 1.78 -0.74
H 6.66 1.56 -0.58
H 6.23 0.13 -1.55
H 8.20 1.07 -2.65
H 8.79 -0.35 -1.76
Br -4.43 5.70 -2.33
C -6.33 6.09 -2.11
C -6.61 6.77 -0.79
Br -6.56 5.49 0.68
H -6.86 5.14 -2.23
H -6.59 6.75 -2.95
H -7.62 7.18 -0.78
H -5.89 7.56 -0.56


# 3
34
Properties=species:S:1:pos:R:3 method="wB97M-V/def2-TZVPD" gap_ha=0.153 total_charge=-1 energy_ha=-1879.15097 lumo_energy_ha=0.0860 de_lowest_kj_mol=196.9
Y 2.47 -0.83 -0.92
Cl 1.15 -3.08 -0.82
Cl 2.11 1.28 0.46
C 4.60 -1.35 -0.81
H 5.41 -0.58 -0.62
H 5.08 -2.11 -1.50
C -0.85 1.08 -1.77
C 0.29 0.60 -2.15
H -0.87 1.80 -0.93
C 0.39 -0.60 -3.12
H 1.23 1.16 -1.92
C -0.72 -0.53 -4.18
H 1.39 -0.73 -3.60
H 0.18 -1.53 -2.54
C -2.07 -0.37 -3.52
H -0.55 0.26 -4.90
H -0.70 -1.46 -4.75
C -2.15 0.74 -2.44
H -2.85 -0.21 -4.27
H -2.32 -1.31 -3.03
H -2.60 1.65 -2.87
H -2.84 0.36 -1.67
S 0.17 -1.40 2.04
C -0.13 -0.38 3.33
N -1.40 -0.37 3.90
C -1.79 0.52 4.86
C -0.87 1.44 5.35
C 0.46 1.39 4.89
C 0.82 0.49 3.89
H -2.06 -1.05 3.54
H -2.83 0.45 5.19
H -1.19 2.18 6.08
H 1.20 2.06 5.31
H 1.83 0.44 3.49


# 4
37
Properties=species:S:1:pos:R:3 method="wB97M-V/def2-TZVPD" gap_ha=0.274 total_charge=+1 energy_ha=-5353.77292 lumo_energy_ha=-0.1722 de_lowest_kj_mol=0.0
Rh 0.50 -0.33 -0.15
Cl 2.84 -2.11 -0.06
C 2.43 -1.47 1.52
C 1.33 -0.63 1.61
C 0.94 -0.16 2.86
Cl -0.48 0.80 3.01
C 1.67 -0.50 4.00
Cl 1.18 0.07 5.53
C 2.80 -1.32 3.88
Cl 3.70 -1.73 5.27
C 3.18 -1.82 2.63
Cl 4.54 -2.84 2.47
C 2.16 2.37 0.40
S 0.67 1.90 -0.51
C -0.55 2.91 0.34
H 2.11 2.01 1.42
H 2.23 3.45 0.38
H 3.02 1.95 -0.12
H -0.34 3.95 0.10
H -0.52 2.73 1.41
H -1.53 2.64 -0.06
C -1.21 -2.44 -2.80
Ge -1.90 -0.72 -2.19
C -1.13 0.74 -3.24
C -3.84 -0.61 -2.20
C -1.42 -0.53 -0.23
H -1.40 -2.56 -3.86
H -1.70 -3.26 -2.27
H -0.13 -2.51 -2.64
H -1.55 0.70 -4.24
H -0.04 0.66 -3.34
H -1.37 1.72 -2.82
H -4.20 -0.69 -3.23
H -4.18 0.34 -1.79
H -4.27 -1.43 -1.62
H -1.52 -1.50 0.29
H -2.03 0.23 0.26


# 5
35
Properties=species:S:1:pos:R:3 method="wB97M-V/def2-TZVPD" multiplicity=5 gap_ha="0.238 / 0.243" s2=6.034 total_charge=-1 energy_ha=-3291.70518 lumo_energy_ha="0.1091 / 0.0520" de_lowest_kj_mol=0.0
Pt -0.54 0.97 1.41
O -3.37 -2.24 2.33
C -2.50 -1.41 2.27
N -1.62 -0.62 2.24
S -0.90 3.13 1.95
F 3.30 -3.98 0.20
C 2.87 -2.83 0.79
C 3.36 -1.62 0.34
C 2.91 -0.46 0.95
C 1.98 -0.48 2.01
C 1.49 0.73 2.60
C 1.53 -1.75 2.43
C 1.96 -2.91 1.83
H 4.07 -1.59 -0.47
H 3.28 0.50 0.60
H 2.03 1.64 2.40
H 1.07 0.65 3.60
H 0.80 -1.80 3.23
H 1.60 -3.88 2.15
C -0.83 0.87 -3.79
Ge -1.34 1.12 -1.87
C -2.74 -0.22 -1.50
C -2.11 2.93 -1.72
C 0.16 0.88 -0.67
H -1.70 1.02 -4.43
H -0.44 -0.14 -3.95
H -0.06 1.58 -4.09
H -3.61 -0.08 -2.14
H -3.07 -0.14 -0.46
H -2.36 -1.23 -1.65
H -2.97 3.05 -2.38
H -1.36 3.69 -1.98
H -2.42 3.11 -0.69
H 0.94 1.63 -0.81
H 0.59 -0.12 -0.75


# 6
32
Properties=species:S:1:pos:R:3 method="wB97M-V/def2-TZVPD" gap_ha=0.317 energy_ha=-1040.59734 lumo_energy_ha=-0.0047 de_lowest_kj_mol=0.0
C 2.16 0.50 1.65
C 0.74 0.75 1.54
C 2.44 1.25 -0.65
C 2.98 0.79 0.54
C 1.06 1.37 -0.76
C 0.22 1.06 0.32
C 0.73 -2.35 0.57
C 4.39 0.50 0.48
C 0.50 1.65 -2.20
C -3.58 -1.71 0.47
C -5.22 0.05 -0.20
C -3.94 -0.30 0.06
O -0.45 -1.69 -1.65
F -2.90 0.64 -0.09
S 0.87 -1.90 -0.99
H 2.52 0.17 2.73
H 0.05 0.48 2.33
H 3.11 1.47 -1.44
H -0.23 -2.77 0.91
H 1.51 -2.56 1.18
H 4.54 -0.33 -0.31
H 5.07 1.28 0.19
H 4.93 0.32 1.46
H 0.54 2.77 -2.34
H 1.20 1.14 -2.91
H -0.59 1.33 -2.33
H -4.54 -2.23 0.30
H -3.32 -1.63 1.54
H -2.65 -1.94 -0.10
H -6.04 -0.65 -0.26
H -0.85 1.46 0.38
H -5.22 1.10 -0.39


# 7
30
Properties=species:S:1:pos:R:3 method="wB97M-V/def2-TZVPD" multiplicity=2 gap_ha="0.107 / 0.230" s2=0.778 total_charge=-1 energy_ha=-522.15286 lumo_energy_ha="0.1238 / 0.1232" de_lowest_kj_mol=51.2
C 2.77 2.04 -1.88
C 4.22 1.69 -1.45
H 2.08 1.25 -1.60
H 2.39 2.87 -1.30
H 2.75 2.26 -2.94
H 4.39 2.08 -0.46
H 4.41 0.62 -1.53
H 4.97 2.16 -2.10
C 1.43 0.01 1.50
C 2.09 -1.38 1.59
C -0.05 -0.13 1.40
C -0.98 -0.11 2.44
C -0.71 -0.34 0.18
C -2.10 -0.41 0.45
C -0.28 -0.41 -1.21
C -3.09 -0.51 -0.51
C -1.32 -0.43 -2.14
C -2.69 -0.46 -1.86
N -2.28 -0.20 1.85
H 1.85 0.60 2.33
H 1.86 0.57 0.66
H 1.68 -2.03 0.81
H -0.76 -0.25 3.49
H -2.83 -0.95 2.25
H 0.78 -0.39 -1.42
H -4.12 -0.59 -0.19
H -0.98 -0.46 -3.18
H -3.34 -0.37 -2.71
H 1.98 -1.93 2.52
H 3.16 -1.38 1.34